The following is a DFT calculation (ωB97M-V with the def2-TZVPD basis set) of the molecule C3H2O at a distorted geometry.

Results
HOMO ... -8.9 eV
ΔE to the lowest compared entry with this formula, charge and spin ... 68.8 kJ/mol
LUMO level ... -0.43 eV
Net charge ... 0
Gap between HOMO and LUMO ... 8.4866 eV
SMILES ... C=C=C=O

Each line ends with the natural charge from an NBO analysis.
Element x y z (Å)
C 0.957078 -0.077908 0.020157  -0.214
C -0.239087 -0.601080 0.121555  -0.353
C -1.423148 -0.108458 0.253999  0.634
O -2.404350 0.418704 -0.089627  -0.453
H 1.494315 -0.285332 -0.910354  0.186
H 1.615194 0.654076 0.604272  0.200

Forces on atoms 1 to 3 (eV/Å):
C 2.35 0.95 -0.68
C 0.23 0.22 0.64
C -0.51 0.63 -1.01